<a>
The following is a quantum chemistry calculation of a cluster of 3 separate species, C2H13N2O2 in total, from the OMol25 dataset.

```
19
C2H13N2O2 (ωB97M-V with the def2-TZVPD basis set)
C -0.450 0.051 1.623
N -1.847 0.144 1.225
C 0.428 0.514 0.450
N -0.087 -0.242 -0.733
H -0.179 -0.973 1.879
H -0.249 0.726 2.461
H -2.480 -0.185 1.947
H -2.114 1.122 1.123
H 1.484 0.418 0.652
H 0.298 1.602 0.468
H -0.233 0.377 -1.542
H 0.571 -0.957 -1.024
H -1.042 -0.554 -0.484
H 2.584 -2.455 1.159
H 3.528 -1.327 0.714
O 2.627 -1.507 1.001
H -1.607 0.972 -3.253
H -0.575 1.388 -4.246
O -0.655 0.886 -3.421
```

gap between HOMO and LUMO	11.2	eV
LUMO	-2.87	eV
net charge	+1



<b>
The following is a quantum chemistry calculation of a cluster of 3 separate species, C2H13N2O2 in total, from the OMol25 dataset.

```
19
C2H13N2O2 (ωB97M-V with the def2-TZVPD basis set)
N -0.577 1.171 -0.736
C 0.176 0.674 0.478
C -0.853 0.077 1.425
N -1.933 1.184 1.544
H -1.397 1.594 -0.221
H -0.062 1.958 -1.118
H -0.976 0.448 -1.337
H 0.979 0.020 0.137
H 0.562 1.540 1.003
H -1.342 -0.801 1.004
H -0.427 -0.041 2.417
H -2.767 0.604 1.486
H -1.988 1.342 2.550
H 5.080 -3.399 1.588
H 5.920 -3.365 0.482
O 4.955 -3.355 0.625
H -2.327 -0.307 -3.502
H -1.564 0.557 -4.333
O -1.461 0.099 -3.491
```

gap between HOMO and LUMO	10.5	eV
LUMO	-3.03	eV
net charge	+1



Least stable = <b>



<a>
The following is a quantum chemistry calculation of a cluster of 3 separate species, C3H12O3S in total, from the OMol25 dataset.

```
19
C3H12O3S (ωB97M-V with the def2-TZVPD basis set)
C -0.263 -0.310 0.997
O 0.613 0.797 1.230
C -1.720 0.162 0.972
C -2.043 1.289 1.933
S -3.786 1.769 1.888
H -0.007 -0.875 0.097
H -0.024 -1.104 1.720
H 1.169 0.776 0.436
H -1.653 0.653 -0.007
H -2.419 -0.669 0.987
H -1.350 2.108 1.756
H -1.859 1.096 2.996
H -4.314 0.757 2.593
H 1.497 -1.613 -0.975
H 2.582 -1.582 -2.050
O 2.176 -1.053 -1.354
H 3.821 -0.029 -4.075
H 3.641 -1.201 -5.014
O 3.939 -0.972 -4.129
```

gap between HOMO and LUMO	9.5	eV
LUMO	0.57	eV
SMILES	OCCCS.O.O
net charge	0



<b>
The following is a quantum chemistry calculation of a cluster of 3 separate species, C3H12O3S in total, from the OMol25 dataset.

```
19
C3H12O3S (ωB97M-V with the def2-TZVPD basis set)
C 0.660 1.031 -1.917
O 0.517 0.436 -3.207
C 1.174 0.022 -0.926
C 0.572 -1.434 -0.818
S 1.295 -2.327 0.645
H 1.338 1.910 -1.939
H -0.323 1.496 -1.532
H 0.846 0.935 -3.935
H 2.250 0.113 -0.873
H 1.017 0.357 0.145
H 0.579 -1.929 -1.861
H -0.405 -1.536 -0.499
H 1.253 -3.555 0.096
H -0.078 1.588 3.846
H 0.731 0.197 3.880
O 0.045 0.764 4.254
H -3.748 1.273 2.036
H -3.532 -0.017 1.210
O -4.193 0.678 1.395
```

gap between HOMO and LUMO	9.5	eV
LUMO	0.31	eV
SMILES	OCCCS.O.O
net charge	0



<c>
The following is a quantum chemistry calculation of a cluster of 3 separate species, C3H12O3S in total, from the OMol25 dataset.

```
19
C3H12O3S (ωB97M-V with the def2-TZVPD basis set)
C -0.450 -0.341 -0.316
O 0.448 0.682 0.116
C -1.202 -0.986 0.801
C -0.306 -1.694 1.788
S -1.062 -1.865 3.472
H 0.220 -1.142 -0.716
H -0.901 -0.094 -1.271
H 0.170 1.528 -0.264
H -2.023 -1.644 0.502
H -1.709 -0.160 1.328
H -0.049 -2.718 1.510
H 0.626 -1.141 1.863
H -0.051 -1.413 4.185
H 0.199 1.856 -2.367
H -0.616 2.878 -3.069
O -0.607 2.392 -2.246
H 2.992 1.781 -1.885
H 2.169 0.694 -1.392
O 2.151 1.386 -2.041
```

gap between HOMO and LUMO	9.6	eV
LUMO	0.59	eV
SMILES	OCCCS.O.O
net charge	0



Least stable = <b>



<a>
The following is a quantum chemistry calculation of a cluster of 2 separate species, C6H13O2 in total, from the OMol25 dataset.

```
21
C6H13O2 (ωB97M-V with the def2-TZVPD basis set)
C -0.557 -0.480 1.543
C 0.354 0.493 2.269
C -2.044 -0.209 1.459
H -0.190 -0.670 0.531
H -0.381 -1.467 1.983
H 0.204 0.533 3.346
H 0.073 1.534 1.971
H -2.470 -0.280 0.456
H -2.642 -0.907 2.055
H 1.364 0.579 1.870
H -2.383 0.791 1.770
C 1.071 -0.086 -2.495
C 0.465 1.081 -1.722
C 1.180 -1.323 -1.560
O 2.365 -1.499 -1.131
O 0.187 -2.019 -1.288
H 0.417 -0.371 -3.337
H 2.025 0.056 -2.996
H 0.835 1.146 -0.703
H -0.621 1.080 -1.785
H 0.746 2.016 -2.237
```

gap between HOMO and LUMO	7.6	eV
LUMO	3.77	eV
net charge	-1



<b>
The following is a quantum chemistry calculation of a cluster of 2 separate species, C6H13O2 in total, from the OMol25 dataset.

```
21
C6H13O2 (ωB97M-V with the def2-TZVPD basis set)
C -2.802 0.581 1.284
C -2.697 -0.706 0.456
C -1.507 1.429 1.326
O -1.432 2.360 0.491
O -0.682 1.154 2.233
H -3.530 1.226 0.779
H -3.234 0.472 2.283
H -3.517 -0.712 -0.263
H -2.788 -1.648 1.011
H -1.724 -0.817 -0.027
C 1.743 -0.055 -0.498
C 3.164 -0.412 -0.038
C 1.518 -0.454 -1.958
H 0.993 -0.486 0.148
H 1.528 1.002 -0.317
H 3.430 -1.404 -0.397
H 1.149 -1.464 -2.105
H 0.854 0.305 -2.382
H 2.413 -0.334 -2.550
H 3.832 0.310 -0.517
H 3.288 -0.347 1.042
```

gap between HOMO and LUMO	7.5	eV
LUMO	3.66	eV
net charge	-1



Least stable = <a>



<a>
The following is a quantum chemistry calculation of the ion C6H13N3P with charge +1, from the OMol25 dataset.

```
23
C6H13N3P (ωB97M-V with the def2-TZVPD basis set)
C 0.725 0.515 0.200
C 0.226 1.819 -0.130
C 2.043 0.273 0.555
C -0.326 -0.571 -0.005
C 2.642 -1.069 0.687
C -0.165 -1.455 -1.153
N 0.875 2.851 -0.296
N -1.201 1.722 0.097
N -1.562 0.207 -0.209
P -2.939 -0.144 0.514
H 2.700 1.038 0.650
H -0.353 -1.350 0.870
H 1.892 -1.605 1.302
H 3.591 -1.131 1.178
H 2.802 -1.481 -0.332
H -0.719 -2.366 -1.092
H 0.929 -1.768 -1.078
H -0.447 -0.942 -2.131
H 0.755 3.732 -0.840
H -1.696 2.192 -0.726
H -2.800 -1.453 0.056
H -3.813 0.780 0.046
H -3.159 0.203 1.835
```

gap between HOMO and LUMO	8.1	eV
LUMO	-4.34	eV
SMILES	[H]/N=C1\N[N+](=[PH3])[C@@H](C)\C1=C/C
net charge	+1



<b>
The following is a quantum chemistry calculation of the ion C6H13N3P with charge +1, from the OMol25 dataset.

```
23
C6H13N3P (ωB97M-V with the def2-TZVPD basis set)
C -0.541 -0.480 0.265
C 0.279 -1.692 0.000
C -1.706 -0.363 0.834
C 0.308 0.765 -0.149
C -2.516 0.880 1.093
C -0.158 1.519 -1.395
N 1.506 -1.421 -0.476
N -0.041 -2.995 0.030
N 1.629 0.159 -0.528
P 2.903 0.500 0.771
H -2.094 -1.376 1.127
H 0.479 1.366 0.758
H -3.385 0.500 1.577
H -2.605 1.459 0.170
H -2.263 1.602 1.809
H -0.459 0.746 -2.008
H 0.665 2.082 -1.773
H -0.974 2.316 -1.351
H -1.036 -3.212 0.331
H 0.801 -3.512 0.193
H 1.915 0.339 -1.569
H 3.543 1.368 -0.109
H 3.750 -0.552 0.401
```

gap between HOMO and LUMO	10.0	eV
LUMO	-3.29	eV
SMILES	C/C=C1/C(N)=N[N@H+](P)[C@H]1C
net charge	+1



Least stable = <a>